Record 1
DFT (ωB97M-V/def2-TZVPD) results for 10 unconnected molecules or ions with the total composition C24H66N2O10.

- F_max: 4.260 eV/Å
- Kohn-Sham gap: 0.28610 Ha
- HOMO level: -0.290 hartree
- LUMO level: -0.1119 eV

CARTESIAN COORDINATES (ANGSTROEM)
1 C -6.2849 -4.9917 3.7526
2 C -5.9199 -3.9961 4.7950
3 C -6.8956 -2.7858 4.8222
4 C -6.0448 -4.7166 6.2162
5 C -4.7003 -5.4693 6.6276
6 C -3.5011 -4.5630 6.4825
7 C -3.3233 -4.0360 5.0521
8 C -2.1366 -3.0659 5.1747
9 C -2.8177 -5.1505 4.0862
10 N -4.5730 -3.4060 4.5009
11 O -4.4047 -2.9138 3.2295
12 H -5.7057 -5.9137 3.8009
13 H -7.2581 -5.4632 3.8892
14 H -6.3083 -4.6403 2.7211
15 H -6.8464 -2.1427 3.9436
16 H -7.9584 -2.9856 4.9588
17 H -6.5671 -2.3016 5.7419
18 H -6.2320 -3.9102 6.9253
19 H -6.7983 -5.5040 6.2314
20 H -4.8291 -5.8245 7.6500
21 H -4.5208 -6.3814 6.0583
22 H -2.6610 -5.1555 6.8450
23 H -3.6322 -3.6725 7.0971
24 H -2.1079 -2.2711 5.9201
25 H -1.8702 -2.5990 4.2265
26 H -1.2134 -3.6207 5.3416
27 H -3.5700 -5.5991 3.4375
28 H -2.1862 -5.9480 4.4779
29 H -2.2270 -4.6110 3.3459
30 H -4.3144 -1.9774 3.4209
31 C 3.0614 4.3467 -5.9767
32 C 1.6807 3.7411 -6.1422
33 C 0.8323 4.4019 -5.0236
34 C 0.9849 4.2573 -7.4260
35 C 1.3368 3.3698 -8.5840
36 C 1.0444 1.8359 -8.2918
37 C 1.6750 1.2309 -6.9861
38 C 0.8811 -0.0290 -6.4561
39 C 3.1815 1.0169 -7.2346
40 N 1.6071 2.2551 -5.8772
41 O 2.2229 1.8401 -4.6735
42 H 3.1081 5.3541 -6.3905
43 H 3.5855 4.2012 -5.0322
44 H 3.7012 3.7193 -6.5973
45 H 0.9721 5.4755 -4.8970
46 H -0.2248 4.1471 -5.0987
47 H 1.3201 4.0889 -4.1004
48 H -0.0986 4.1616 -7.3553
49 H 1.0322 5.3232 -7.6489
50 H 0.7175 3.6116 -9.4477
51 H 2.4086 3.4861 -8.7446
52 H 1.5591 1.3666 -9.1302
53 H -0.0203 1.6050 -8.3277
54 H -0.1737 0.2431 -6.4944
55 H 1.1995 -0.3229 -5.4560
56 H 0.9738 -0.8794 -7.1316
57 H 3.7048 0.6726 -6.3426
58 H 3.7947 1.7468 -7.7631
59 H 3.3269 0.1404 -7.8661
60 H 3.1776 1.9386 -4.6944
61 C 3.3813 2.9583 4.2729
62 O 1.9784 3.1631 4.0218
63 H 3.5723 3.3527 5.2709
64 H 3.8972 1.9992 4.2265
65 H 3.9082 3.6838 3.6531
66 H 1.6575 3.6380 4.7919
67 C 1.7399 0.4586 0.5481
68 O 0.9047 0.4249 1.7553
69 H 1.5586 1.2310 -0.1994
70 H 2.7268 0.4976 1.0092
71 H 1.6399 -0.4038 -0.1109
72 H 1.0826 1.1939 2.3018
73 C -2.7219 -0.1159 -1.0192
74 O -3.8244 0.3793 -0.2656
75 H -1.9293 0.6046 -0.8175
76 H -2.2635 -1.0521 -0.7004
77 H -2.9441 -0.2514 -2.0776
78 H -3.3854 0.6088 0.5567
79 C -0.7419 5.4161 0.7688
80 O -1.8918 5.7983 0.1909
81 H -0.8690 4.9225 1.7323
82 H -0.0854 4.7329 0.2299
83 H -0.1504 6.3186 0.9229
84 H -1.8482 5.6484 -0.7564
85 C 5.1722 -2.8331 -0.4187
86 O 5.7038 -1.9715 0.5899
87 H 4.6141 -3.6718 -0.0024
88 H 4.6434 -2.3059 -1.2127
89 H 6.0049 -3.3321 -0.9144
90 H 5.9712 -1.1203 0.2352
91 C 7.9781 1.6996 0.2754
92 O 6.6391 2.0346 0.0330
93 H 8.0820 0.8637 0.9672
94 H 8.4157 1.3760 -0.6690
95 H 8.5538 2.5153 0.7128
96 H 6.4958 1.7840 -0.8826
97 O -2.8262 1.2348 3.6576
98 H -2.9986 0.9877 4.5661
99 H -1.9118 0.9920 3.5122
100 O 2.8504 -2.3153 3.4950
101 H 2.3873 -1.5433 3.1698
102 H 3.6684 -2.3315 2.9982

***

Record 2
DFT (ωB97M-V/def2-TZVPD) results for a molecular structure, C24H66N6O12.

- F_max: 4.463 eV/Å
- Net charge: +4
- Kohn-Sham gap: 0.35625 Ha
- HOMO level: -0.622 hartree
- LUMO level: -7.2334 eV

CARTESIAN COORDINATES (ANGSTROEM)
1 C -1.5721 8.0197 -4.9813
2 C -2.3880 6.7521 -5.2601
3 C -3.5792 6.7935 -6.2001
4 O -3.8000 5.4312 -6.5341
5 C -4.8769 5.1950 -7.3823
6 N -1.4352 5.6462 -5.8444
7 H -0.7872 5.9977 -6.5168
8 H -0.9178 5.1367 -5.1354
9 H -2.0636 4.9590 -6.3090
10 H -1.3534 8.4174 -5.9620
11 H -0.6865 7.7563 -4.3663
12 H -2.0791 8.6789 -4.2950
13 H -2.7992 6.2344 -4.3934
14 H -3.4222 7.3711 -7.1296
15 H -4.3657 7.1698 -5.5847
16 H -4.8920 5.9436 -8.1570
17 H -5.7952 5.2337 -6.7966
18 H -4.7214 4.1660 -7.7781
19 C 5.7344 -0.1202 4.2286
20 C 6.5010 -0.4591 2.9811
21 C 6.5989 -1.9497 2.9164
22 O 7.0248 -2.3796 1.6395
23 C 8.2996 -2.9537 1.6214
24 N 5.7601 -0.0504 1.7561
25 H 6.4280 -0.2421 0.9852
26 H 4.8351 -0.5129 1.5401
27 H 5.5173 0.9282 1.7364
28 H 5.5292 0.9461 4.2199
29 H 6.4122 -0.4257 5.0384
30 H 4.7971 -0.6967 4.2470
31 H 7.4722 -0.0779 2.9090
32 H 5.6023 -2.3709 3.1206
33 H 7.2936 -2.4685 3.6823
34 H 9.0742 -2.2824 2.0491
35 H 8.5040 -3.2688 0.5755
36 H 8.4479 -3.8968 2.2203
37 C -2.8296 4.9794 4.6912
38 C -1.6771 4.4963 3.8222
39 C -0.2155 4.8760 4.2743
40 O 0.0134 4.1708 5.4357
41 C 1.3283 4.2142 6.0670
42 N -1.6585 2.9978 3.7529
43 H -1.4522 2.5521 4.6841
44 H -2.5406 2.6319 3.4768
45 H -0.9054 2.7295 3.0914
46 H -3.7587 4.5223 4.4244
47 H -2.9246 6.0484 4.6190
48 H -2.7159 4.6180 5.6993
49 H -1.6864 4.8879 2.7842
50 H -0.2397 5.8986 4.4782
51 H 0.5578 4.6208 3.5146
52 H 2.0191 4.6659 5.3580
53 H 1.6212 3.2115 6.2758
54 H 1.1968 4.8024 6.9148
55 C 3.6162 -6.8214 -1.0105
56 C 4.4669 -7.6363 -2.0212
57 C 3.6176 -8.0083 -3.2211
58 O 3.3432 -6.7951 -3.9002
59 C 2.7810 -6.8815 -5.1681
60 N 5.6008 -6.7884 -2.5532
61 H 6.1493 -6.4268 -1.7890
62 H 6.2572 -7.2953 -3.2473
63 H 5.1725 -5.9490 -3.0832
64 H 3.1779 -5.9299 -1.4308
65 H 4.2843 -6.5343 -0.1421
66 H 2.7852 -7.4711 -0.6503
67 H 4.9641 -8.5269 -1.5748
68 H 2.7299 -8.5428 -2.8415
69 H 4.1050 -8.7295 -3.8216
70 H 2.8763 -5.9308 -5.6762
71 H 1.7459 -7.2168 -5.2124
72 H 3.3854 -7.5854 -5.7948
73 C -5.3871 -2.8093 2.8321
74 C -5.0865 -2.7941 1.3547
75 O -4.7329 -1.6419 0.9635
76 N -5.1724 -3.7283 0.4951
77 H -2.3254 -1.3011 1.4359
78 H -5.0723 -3.5035 -0.5209
79 C -5.7172 -5.0347 0.7133
80 H -5.7455 -3.8089 3.1241
81 H -6.1442 -2.0533 3.0703
82 H -4.4369 -2.5861 3.3505
83 H -6.2155 -5.2678 -0.1792
84 H -6.5314 -4.9519 1.4443
85 H -5.1002 -5.8492 1.0481
86 C -6.3746 0.8087 0.2883
87 C -5.6533 0.5383 -0.9213
88 O -5.9980 0.9901 -1.9645
89 N -4.2958 -0.0084 -0.8237
90 H -3.7632 0.6558 -0.2178
91 H -4.3531 -0.8411 -0.2481
92 C -3.5222 -0.3067 -2.0557
93 H -7.1560 0.0543 0.3327
94 H -6.8582 1.7652 0.2572
95 H -5.8363 0.6371 1.2382
96 H -3.6353 -1.2076 -2.5827
97 H -2.5019 -0.3259 -1.7810
98 H -3.6253 0.5391 -2.7468
99 O 1.5321 -0.7052 2.7904
100 C 2.6023 -0.3155 2.2547
101 O 3.0400 0.9524 2.7088
102 O 3.3307 -0.7849 1.3944
103 H 0.5366 0.0494 2.6921
104 O -0.3452 0.7545 2.4932
105 C -1.4337 0.3364 1.9694
106 O -2.3605 1.1490 1.6267
107 O -1.4499 -0.9785 1.7646
108 H 2.2997 1.0979 3.3320

***

Record 3
DFT (ωB97M-V/def2-TZVPD) results for 9 unconnected molecules or ions with the total composition C24H66O21S9.

- F_max: 3.890 eV/Å
- Kohn-Sham gap: 0.31889 Ha
- HOMO level: -0.309 hartree
- LUMO level: 0.2751 eV

CARTESIAN COORDINATES (ANGSTROEM)
1 O -1.1720 -1.5774 -4.2942
2 S -1.8107 -2.8588 -4.5262
3 O -1.7421 -3.5405 -5.7676
4 O -1.3159 -3.9468 -3.4893
5 C -0.8798 -3.5307 -2.1681
6 C -1.1301 -4.6154 -1.1555
7 C -3.5612 -2.7601 -4.1322
8 H -1.3717 -2.7036 -1.7838
9 H 0.1128 -3.2315 -2.2982
10 H -0.9888 -5.5842 -1.6177
11 H -2.2744 -4.5770 -0.9709
12 H -0.7059 -4.3920 -0.1750
13 H -3.7286 -2.6197 -3.0365
14 H -4.0738 -3.6138 -4.6399
15 H -3.9971 -1.8742 -4.6065
16 O -3.7075 1.5611 4.8714
17 S -3.7545 2.9880 4.7397
18 O -4.2070 3.8138 5.8270
19 O -2.3549 3.4747 4.1908
20 C -1.3031 2.5719 3.8284
21 C -0.0101 3.2908 3.8090
22 C -4.8298 3.2748 3.4075
23 H -1.5908 2.1181 2.8517
24 H -1.3551 1.7708 4.5556
25 H -0.0823 4.2808 3.3357
26 H 0.7619 2.7246 3.3288
27 H 0.4483 3.5299 4.8142
28 H -5.7850 2.8338 3.6848
29 H -4.4334 2.6550 2.5939
30 H -4.9125 4.3198 3.1735
31 O 6.2627 -2.3227 0.8389
32 S 4.9074 -2.1729 1.2027
33 O 4.5814 -1.1391 2.1491
34 O 4.0413 -1.9649 -0.0922
35 C 4.3692 -2.7615 -1.2513
36 C 3.1234 -2.8845 -2.0948
37 C 4.2756 -3.7099 1.7841
38 H 4.6867 -3.7904 -0.9434
39 H 5.2459 -2.3641 -1.6726
40 H 3.1557 -3.3182 -3.0487
41 H 2.6095 -1.9677 -2.2479
42 H 2.4216 -3.4266 -1.4874
43 H 4.8547 -3.8093 2.6889
44 H 4.7019 -4.5220 1.1840
45 H 3.2157 -3.8199 1.9905
46 O -4.4517 5.4818 -1.7287
47 S -3.9412 4.3243 -1.0638
48 O -4.7900 3.4780 -0.2192
49 O -3.3694 3.2241 -2.1213
50 C -2.3970 3.8627 -3.0741
51 C -1.9988 2.8731 -4.1212
52 C -2.4058 4.7760 -0.2130
53 H -1.5515 4.1082 -2.4089
54 H -2.8103 4.7874 -3.4545
55 H -2.1628 1.8674 -3.8151
56 H -0.8898 3.0293 -4.1910
57 H -2.4629 3.0355 -5.0666
58 H -1.9446 3.8026 0.0246
59 H -2.5692 5.2331 0.7634
60 H -1.7460 5.3117 -0.8653
61 O 1.0317 2.1031 -4.1249
62 S 2.3443 1.4685 -4.1283
63 O 2.8773 0.9905 -2.9221
64 O 2.2117 0.2745 -5.1251
65 C 1.1629 0.0170 -6.0659
66 C 1.6411 -0.0636 -7.5090
67 C 3.5503 2.5646 -4.8527
68 H 0.4371 0.7981 -5.8453
69 H 0.6412 -0.8686 -5.7662
70 H 0.8132 -0.4693 -8.1034
71 H 2.5209 -0.7356 -7.5083
72 H 2.0404 0.8489 -7.8619
73 H 4.4916 2.0489 -5.0555
74 H 3.5991 3.3036 -4.0856
75 H 3.1980 3.1012 -5.7750
76 O 1.6187 -2.6674 3.9716
77 S 0.7427 -1.9061 3.1332
78 O 0.8964 -1.9863 1.7003
79 O -0.7542 -2.3648 3.6347
80 C -0.9893 -3.7949 3.8647
81 C -2.3692 -4.1411 3.4286
82 C 0.7441 -0.1929 3.5570
83 H -0.9407 -3.8990 4.9323
84 H -0.3591 -4.4673 3.2832
85 H -2.4895 -5.1676 3.8888
86 H -2.5155 -4.2109 2.3608
87 H -3.1359 -3.5545 3.8690
88 H 1.6790 0.2816 3.3523
89 H 0.4816 -0.1290 4.5889
90 H -0.0363 0.4000 3.0225
91 C -0.1329 0.2999 -1.3113
92 S 0.7075 1.7235 -0.5031
93 O -0.1094 2.0430 0.6671
94 C 2.1709 0.8947 0.1269
95 H -0.3209 -0.5138 -0.6673
96 H 0.4860 0.0386 -2.1909
97 H -1.0961 0.5786 -1.6823
98 H 1.8238 0.1613 0.8715
99 H 2.5476 1.6922 0.7165
100 H 2.9018 0.4309 -0.5274
101 C 5.7524 2.2455 4.1881
102 S 3.9989 2.0410 4.3805
103 O 3.3553 1.6772 3.0750
104 C 4.1438 0.4348 5.2832
105 H 6.1185 2.4689 5.1876
106 H 6.0077 2.9535 3.4879
107 H 6.0433 1.2048 3.9225
108 H 4.9334 0.4386 6.0063
109 H 4.3529 -0.2327 4.4678
110 H 3.2134 0.1570 5.7911
111 C -5.1698 -0.7278 0.3695
112 S -3.6363 -1.6646 0.5541
113 O -2.8513 -1.4225 -0.7438
114 C -2.9686 -0.6074 1.8166
115 H -5.6074 -0.7928 1.3677
116 H -5.7320 -1.1410 -0.4885
117 H -4.8270 0.2546 0.0242
118 H -3.4666 -0.8080 2.7391
119 H -3.1037 0.4363 1.5241
120 H -1.8756 -0.8496 1.8926

***

Record 4
DFT (ωB97M-V/def2-TZVPD) results for 8 unconnected molecules or ions with the total composition C24H67N6O12.

- F_max: 3.052 eV/Å
- Net charge: -1
- Kohn-Sham gap: 0.31889 Ha
- HOMO level: -0.225 hartree
- LUMO level: 2.5586 eV

CARTESIAN COORDINATES (ANGSTROEM)
1 N 17.9391 -15.6144 -14.2602
2 O 18.0999 -15.9312 -13.0468
3 O 17.6914 -14.4083 -14.4930
4 O 18.0287 -16.4629 -15.1542
5 C 19.9479 -11.5920 -13.7003
6 C 19.7853 -12.4099 -12.4048
7 O 20.0399 -11.7205 -11.1757
8 O 19.9773 -12.5480 -14.7565
9 H 20.9321 -11.1276 -13.8055
10 H 19.2203 -10.8085 -13.9325
11 H 20.4594 -13.2534 -12.5540
12 H 18.7581 -12.7779 -12.3735
13 H 19.2356 -11.8092 -10.6594
14 H 19.0871 -12.9006 -14.8792
15 C 19.3433 -17.2920 -10.0378
16 C 20.0821 -18.4071 -10.8165
17 O 20.5863 -17.8496 -12.0286
18 O 17.9791 -17.2665 -10.3719
19 H 19.7368 -16.2919 -10.2322
20 H 19.4884 -17.6314 -9.0032
21 H 19.4708 -19.3093 -10.9126
22 H 21.0143 -18.6749 -10.3108
23 H 19.9337 -17.3442 -12.5353
24 H 17.9248 -16.8478 -11.2429
25 C 16.8166 -19.0919 -13.4649
26 C 16.5165 -20.5618 -13.8587
27 C 16.6783 -21.4397 -12.6013
28 O 15.5569 -21.2239 -11.7482
29 C 15.7165 -21.7663 -10.4585
30 N 15.1826 -20.6667 -14.4040
31 H 16.5600 -18.3754 -14.2373
32 H 17.9031 -19.1280 -13.3260
33 H 16.3727 -18.8600 -12.4964
34 H 17.3525 -20.8971 -14.4857
35 H 17.5280 -21.0786 -12.0164
36 H 16.6745 -22.4924 -12.9008
37 H 14.9562 -21.3910 -9.7735
38 H 16.6275 -21.3480 -10.0131
39 H 15.7232 -22.8570 -10.4892
40 H 14.6343 -20.9108 -13.5836
41 H 14.8052 -19.8409 -14.8339
42 C 14.5643 -17.4601 -16.2825
43 C 15.0162 -17.6302 -17.7383
44 C 13.8438 -17.5998 -18.7198
45 O 12.7697 -18.4376 -18.3107
46 C 12.9345 -19.7543 -18.7568
47 N 16.0016 -16.5874 -18.0808
48 H 15.3053 -17.7801 -15.5503
49 H 13.6959 -18.0734 -16.0155
50 H 14.2348 -16.4518 -16.0227
51 H 15.5115 -18.5959 -17.8375
52 H 14.2427 -17.9674 -19.6724
53 H 13.4786 -16.5991 -18.9524
54 H 12.0277 -20.3622 -18.6702
55 H 13.7325 -20.3579 -18.3203
56 H 12.9846 -19.7454 -19.8555
57 H 16.7217 -16.7105 -17.3636
58 H 15.7352 -15.6438 -17.7905
59 C 21.1887 -15.3959 -17.2806
60 C 21.5914 -16.6121 -16.4314
61 C 23.0819 -17.0050 -16.4909
62 O 23.4228 -17.9661 -15.5312
63 C 22.9934 -19.2607 -15.8702
64 N 21.0865 -16.2495 -15.0680
65 H 21.1672 -15.6917 -18.3459
66 H 21.9479 -14.6108 -17.3347
67 H 20.1790 -15.0177 -17.1511
68 H 20.9469 -17.4295 -16.7655
69 H 23.5477 -16.0437 -16.2642
70 H 23.3495 -17.3646 -17.4893
71 H 23.3830 -19.5533 -16.8533
72 H 21.9030 -19.3016 -15.9653
73 H 23.2699 -19.9941 -15.1179
74 H 20.1652 -16.6416 -14.9129
75 H 20.9199 -15.2534 -15.0007
76 C 17.8366 -13.8299 -21.0844
77 C 16.7056 -14.0176 -20.0697
78 C 17.0736 -13.3133 -18.7389
79 O 15.9530 -13.1308 -17.8482
80 C 16.2913 -12.5512 -16.5843
81 N 15.5108 -13.3090 -20.5657
82 H 18.0410 -12.7926 -21.3536
83 H 17.7629 -14.4193 -21.9950
84 H 18.7565 -14.0922 -20.5453
85 H 16.4800 -15.0341 -19.7544
86 H 17.3526 -12.2809 -18.9767
87 H 17.8122 -13.8860 -18.1743
88 H 16.0338 -13.2887 -15.8321
89 H 15.6248 -11.6828 -16.5579
90 H 17.2754 -12.1027 -16.4372
91 H 14.6851 -13.9082 -20.4920
92 H 15.1831 -12.7139 -19.7991
93 C 13.7967 -13.9444 -12.8988
94 C 14.7763 -13.5154 -11.7863
95 C 14.9165 -14.7647 -10.9040
96 O 15.2575 -14.3231 -9.5960
97 C 15.2014 -15.3258 -8.6067
98 N 16.0498 -13.0616 -12.2953
99 H 14.1919 -14.7069 -13.5804
100 H 13.5263 -13.1391 -13.5904
101 H 12.8479 -14.3668 -12.5574
102 H 14.2779 -12.6918 -11.2753
103 H 15.6840 -15.4330 -11.3083
104 H 13.9727 -15.3102 -10.8039
105 H 14.1559 -15.6503 -8.4948
106 H 15.7146 -15.0144 -7.7048
107 H 15.6474 -16.2301 -9.0453
108 H 15.9559 -12.2271 -12.8632
109 H 16.4589 -13.7478 -12.9256